Here is a cluster of 11 separate species, C17H56NO11P in total in a non-equilibrium geometry from the Open Molecules 2025 dataset. Energies are from wB97M-V/def2-TZVPD.

Properties
HOMO-LUMO gap: 7.298 eV
LUMO level: 0.0004 hartree
Total charge: 0
Multiplicity: 1
SMILES string: CCCOCPN=C(C)C.CO.CO.CO.CO.CO.CO.CO.CO.CO.CO

Geometry (Å):
C 0.3301 -2.8216 3.1649
C -0.2669 -2.0902 4.5372
C 0.8618 -2.0105 5.7240
O 2.0682 -1.2387 5.3889
C 1.8501 0.2157 5.4997
P 2.4216 0.9473 3.7866
N 1.0504 0.6070 2.6976
C 1.4099 0.6477 1.3727
C 2.0858 -0.7230 0.7242
C 1.1075 2.0305 0.5310
H 0.0702 -2.2270 2.1827
H -0.0466 -3.9371 3.0463
H 1.4971 -2.8438 3.3032
H -1.1692 -2.7339 4.9810
H -0.7081 -1.0509 4.2199
H 0.3125 -1.6746 6.7023
H 1.2302 -3.1311 5.9077
H 0.6831 0.4613 5.5431
H 2.3851 0.7234 6.4108
H 3.5956 0.1674 3.4684
H 1.1883 -1.3542 0.2582
H 2.9010 -0.4896 -0.0970
H 2.5233 -1.3628 1.6191
H 0.8766 1.7954 -0.6063
H 0.0887 2.4693 0.9722
H 1.9122 2.8697 0.6643
C -0.4539 5.4858 2.0534
O -0.8537 4.8739 0.8409
H 0.6156 5.3179 2.2002
H -0.6482 6.5598 2.0020
H -1.0075 5.0438 2.8855
H -1.8063 5.0395 0.7377
C 2.7927 3.0210 -2.6446
O 1.7537 2.1757 -3.1031
H 3.5388 2.4164 -2.1236
H 3.2612 3.5192 -3.4968
H 2.3825 3.7633 -1.9554
H 1.1073 2.7398 -3.5609
C -1.2361 -6.1133 1.3093
O 0.1387 -5.7754 1.2994
H -1.5089 -6.4623 2.3080
H -1.8308 -5.2316 1.0587
H -1.4218 -6.9094 0.5841
H 0.3514 -5.4695 0.4012
C 5.1857 -3.6224 2.0336
O 4.8341 -2.5069 1.2360
H 5.4167 -4.4673 1.3806
H 6.0646 -3.3788 2.6353
H 4.3474 -3.8855 2.6835
H 4.6346 -1.7734 1.8424
C -1.8561 -0.7208 -0.0870
O -1.5234 -1.0257 1.2549
H -2.6144 -1.4265 -0.4341
H -2.2542 0.2952 -0.1428
H -0.9650 -0.8095 -0.7134
H -0.8491 -0.3836 1.5352
C -0.0477 5.8230 -3.5632
O 0.7632 4.7218 -3.9296
H -0.8963 5.4603 -2.9785
H 0.5363 6.5216 -2.9591
H -0.4148 6.3218 -4.4635
H 1.5073 5.0743 -4.4468
C -2.7007 -9.6468 -1.0434
O -2.2551 -8.3797 -1.4909
H -3.7908 -9.6828 -1.1072
H -2.2748 -10.4285 -1.6771
H -2.3934 -9.7964 -0.0055
H -1.2851 -8.3775 -1.4229
C -1.2525 3.0545 -6.3037
O -0.9198 2.7496 -4.9618
H -2.0108 2.3488 -6.6508
H -1.6506 4.0706 -6.3595
H -0.3614 2.9659 -6.9301
H -0.2455 3.3917 -4.6815
C -3.9905 2.9655 -8.8235
O -2.5775 3.0505 -8.8390
H -4.3596 3.3566 -7.8725
H -4.4012 3.5599 -9.6433
H -4.2949 1.9212 -8.9283
H -2.2792 2.6967 -9.6942
C -2.7165 2.1609 3.9354
O -1.3034 2.2459 3.9200
H -3.0855 2.5519 4.8865
H -3.1271 2.7552 3.1156
H -3.0208 1.1166 3.8307
H -1.0051 1.8921 3.0648